ORCA calculation (ωB97M-V/def2-TZVPD) on a structure of composition C37H34AuN2SSb2.

Calculated values
* 2S+1: 1
* DFT total energy: -69496.7683 eV
* HOMO-LUMO gap: 8.335 eV
* charge: +1
* HOMO energy: -10.4926 eV
* LUMO energy: -2.16 eV

Each line ends with the Mulliken charge.
Geometry (Å):
Au: -0.910 2.191 0.124  1.0762
C: 1.377 1.050 -2.606  -1.4545
C: 0.509 0.188 -3.510  0.2664
C: -0.997 0.443 -3.446  -1.2791
Sb: -2.573 -0.761 -2.542  0.7313
C: -2.172 -1.434 -0.544  -0.1228
C: -2.477 -0.593 0.525  -0.6242
C: -2.494 -1.056 1.831  -0.8381
C: -2.246 -2.397 2.091  -0.5481
C: -1.990 -3.259 1.037  -0.7411
C: -1.952 -2.782 -0.268  0.1082
C: -1.896 -2.520 -3.536  0.0013
C: -0.631 -3.062 -3.292  0.2937
C: -0.187 -4.169 -3.997  -0.8981
C: -1.002 -4.752 -4.959  -0.5284
C: -2.260 -4.227 -5.207  -0.5888
C: -2.702 -3.117 -4.498  -0.6944
Sb: 1.096 0.745 -0.522  0.5551
C: 1.588 -1.279 -0.314  0.4625
C: 2.464 -1.844 -1.241  -0.2241
C: 2.817 -3.181 -1.128  -0.6945
C: 2.298 -3.952 -0.097  -0.7077
C: 1.429 -3.388 0.825  -0.4585
C: 1.071 -2.052 0.717  -0.7572
C: 2.810 1.713 0.254  0.7114
C: 3.997 1.027 0.490  -0.2892
C: 5.094 1.693 1.018  -0.7253
C: 5.012 3.046 1.313  -0.4747
C: 3.829 3.735 1.085  -0.7395
C: 2.730 3.067 0.565  -0.6776
H: 1.175 2.111 -2.764  0.5916
H: 2.433 0.890 -2.831  0.6692
H: 0.739 -0.870 -3.364  -0.2539
H: 0.831 0.405 -4.533  0.5264
H: -1.394 0.273 -4.452  0.4646
H: -1.222 1.488 -3.213  0.3419
H: -2.756 0.443 0.343  0.7907
H: -2.732 -0.378 2.642  0.4812
H: -2.276 -2.771 3.106  0.3828
H: -1.825 -4.311 1.226  0.4587
H: -1.762 -3.482 -1.070  0.3977
H: 0.013 -2.634 -2.528  0.4174
H: 0.794 -4.579 -3.796  0.4855
H: -0.658 -5.617 -5.509  0.4000
H: -2.900 -4.681 -5.951  0.3922
H: -3.690 -2.721 -4.705  0.4108
H: 2.877 -1.257 -2.052  0.3284
H: 3.497 -3.619 -1.847  0.4872
H: 2.572 -4.995 -0.014  0.4149
H: 1.021 -3.989 1.626  0.4841
H: 0.378 -1.624 1.433  0.4346
H: 4.074 -0.032 0.268  0.3471
H: 6.013 1.154 1.199  0.4049
H: 5.868 3.563 1.724  0.4104
H: 3.760 4.789 1.315  0.4106
H: 1.805 3.615 0.403  0.2979
N: -1.661 2.739 2.389  -0.5847
C: -1.223 2.479 3.421  0.1710
C: -0.653 2.174 4.704  0.5764
C: -1.478 1.832 5.771  -0.4254
C: -0.904 1.536 6.995  -0.5789
C: 0.476 1.580 7.143  -0.3654
C: 1.293 1.920 6.073  -0.6120
C: 0.733 2.219 4.843  -0.5203
H: -2.551 1.805 5.642  0.4764
H: -1.532 1.273 7.834  0.4014
H: 0.920 1.349 8.101  0.3936
H: 2.366 1.953 6.195  0.4142
H: 1.354 2.487 3.999  0.5818
S: -4.709 4.588 -1.027  -0.0960
C: -3.412 5.099 -2.010  -0.1915
C: -2.285 4.425 -1.680  -0.7685
N: -2.448 3.518 -0.663  -0.0058
C: -3.682 3.508 -0.229  -0.1704
H: -3.536 5.854 -2.765  0.4348
H: -1.317 4.543 -2.136  0.3948
H: -4.019 2.878 0.575  0.3573